A molecular structure, C28H37CdN2O2P at a distorted geometry, computed with ωB97M-V/def2-TZVPD.

Geometry (Å):
C  -1.262  3.394  -4.549
C  -2.030  3.243  -3.396
C  -1.643  2.292  -2.430
C  -0.498  1.514  -2.617
C  0.260  1.694  -3.789
C  -0.080  2.676  -4.757
C  -2.485  2.228  -1.170
C  -3.220  0.904  -0.848
N  -2.418  -0.295  -1.286
Cd  -0.161  0.077  -0.900
C  1.509  0.857  -4.031
P  1.173  -0.802  -3.282
H  -2.897  3.907  -3.172
H  0.610  2.920  -5.604
H  -1.547  4.164  -5.259
H  2.363  1.306  -3.497
H  1.772  0.785  -5.119
H  -1.777  2.496  -0.361
H  -3.225  3.042  -1.255
H  -3.299  0.860  0.251
C  2.712  -1.758  -3.237
C  0.201  -1.453  -4.721
H  -4.226  0.837  -1.317
C  -2.761  -0.717  -2.664
C  -2.591  -1.429  -0.359
H  1.435  -0.556  -1.380
H  -3.832  -0.988  -2.703
H  -2.563  0.103  -3.366
H  -2.143  -1.588  -2.943
H  -3.604  -1.843  -0.465
H  -1.837  -2.199  -0.590
H  -2.382  -1.080  0.662
H  0.857  -1.549  -5.607
H  -0.185  -2.448  -4.466
H  -0.638  -0.789  -5.000
H  3.145  -1.871  -4.247
H  3.384  -1.202  -2.560
H  2.396  -2.716  -2.785
H  0.863  -1.422  -1.065
C  2.100  -3.855  2.246
C  0.912  -3.048  2.708
C  -0.386  -3.467  2.370
C  -1.494  -2.744  2.773
C  -1.352  -1.570  3.521
C  -0.049  -1.099  3.810
N  0.035  0.157  4.431
C  0.720  1.336  4.123
C  1.110  2.196  5.192
C  1.791  3.381  4.957
C  2.101  3.749  3.649
C  1.727  2.913  2.590
C  1.037  1.689  2.801
C  0.628  0.650  1.764
O  1.561  -0.065  1.317
O  -0.598  0.566  1.432
C  1.098  -1.862  3.457
C  2.462  -1.398  3.862
H  2.705  -3.231  1.574
H  2.728  -4.185  3.088
H  1.854  -4.772  1.690
H  -0.547  -4.395  1.800
H  -2.492  -3.142  2.595
H  -2.268  -1.041  3.805
H  -0.569  0.329  5.234
H  0.762  2.035  6.211
H  1.945  4.119  5.757
H  2.547  4.732  3.539
H  2.064  3.266  1.625
H  2.776  -0.475  3.364
H  2.472  -1.235  4.944
H  3.242  -2.128  3.656

Calculated values
- Charge: 0
- HOMO level: -7.2 eV
- Electronic energy: -1858.04121 Ha